No. 1
Formula: C27H28N4O2S
Source: the Open Molecules 2025 dataset
Level of theory: ωB97M-V/def2-TZVPD

Values from the calculation:
SMILES string: CCN1C(=O)C(C(c2cn(C)c3ccccc23)c2cn(C)c3ccccc23)C(=O)N(CC)C1=S
LUMO in Eh: -0.021
Energy above the lowest of the compared OMol25 structures with the same formula, charge and spin in kJ/mol: 341.3
Multiplicity: 1
Energy in eV: -49342.324
Charge: 0

Geometry (Å):
C -2.60228 4.71750 -1.78858
C -2.59769 3.79583 -0.59878
N -1.26394 3.20729 -0.41227
C -1.16320 1.83154 -0.58350
O -2.17145 1.14581 -0.80004
C 0.16208 1.14538 -0.54895
C 0.01451 -0.38911 0.45965
C 1.32903 -0.97109 0.46043
C 2.45288 -0.30698 -0.01562
N 3.54022 -1.12436 0.10395
C 4.93234 -0.77253 -0.12816
C 3.12603 -2.34117 0.59186
C 3.91001 -3.47183 0.80700
C 3.28348 -4.63134 1.26959
C 1.89821 -4.59551 1.50406
C 1.13581 -3.43940 1.34553
C 1.74474 -2.30122 0.84609
C -1.06334 -1.33914 0.11777
C -0.89695 -2.52060 -0.63211
N -2.03101 -3.29096 -0.62392
C -2.09171 -4.66133 -1.06604
C -3.01106 -2.61563 0.08464
C -4.27646 -3.08751 0.45629
C -5.07529 -2.24875 1.24752
C -4.52443 -1.05039 1.77215
C -3.21494 -0.62910 1.48457
C -2.46632 -1.38572 0.57564
C 1.19825 2.25296 -0.49726
O 2.27754 2.17612 -1.18586
N 0.98315 3.45017 0.16147
C 2.19184 4.39884 0.20932
C 2.42316 5.16292 -1.05444
C -0.26369 4.04357 0.06906
S -0.51700 5.66377 0.32148
H -3.63591 5.03165 -1.97441
H -1.99410 5.62067 -1.57824
H -2.22142 4.22948 -2.69206
H -2.81378 4.37508 0.29720
H -3.30218 2.95168 -0.70498
H 0.33651 0.59330 -1.49577
H -0.16603 0.54408 1.05769
H 2.53327 0.63370 -0.54664
H 5.57848 -1.55050 0.31875
H 5.17856 -0.69266 -1.20963
H 5.17530 0.19760 0.35683
H 4.99089 -3.43272 0.64087
H 3.88525 -5.53976 1.45086
H 1.42562 -5.50984 1.83274
H 0.09007 -3.40795 1.58830
H -0.03095 -2.84306 -1.19357
H -3.09010 -5.05643 -0.88728
H -1.86671 -4.78279 -2.13592
H -1.37917 -5.28844 -0.50758
H -4.57889 -4.09185 0.18318
H -6.10125 -2.54239 1.49167
H -5.13798 -0.43665 2.43772
H -2.78268 0.29050 1.90642
H 1.99307 5.07550 1.03581
H 3.02685 3.72689 0.44689
H 3.37158 5.68914 -0.93843
H 2.51275 4.49025 -1.90982
H 1.63042 5.90746 -1.22314


No. 2
Formula: HN6O
Source: the Open Molecules 2025 dataset
Level of theory: ωB97M-V/def2-TZVPD

Values from the calculation:
LUMO in Eh: 0.170
Energy above the lowest of the compared OMol25 structures with the same formula, charge and spin in kJ/mol: 205.4
Multiplicity: 1
Energy in eV: -10999.354
Charge: -1

Geometry (Å):
N 1.52159 -2.05593 -0.14864
N 0.57756 -1.40394 -0.04369
N -0.60727 -1.20080 0.04964
N -0.49294 1.24429 0.18008
N -1.17831 0.07165 0.36679
N 0.74138 1.10527 -0.07918
O 1.49704 2.11389 -0.18074
H -2.05904 0.12557 -0.14426